# 1
A 2-piece molecular cluster, CH3ClFP overall at a distorted geometry. Source: the OMol25 dataset; level of theory: ωB97M-V/def2-TZVPD.

Structure (XYZ):
```
7
Properties=species:S:1:pos:R:3:forces:R:3:mulliken_charge:R:1
H 0.418 0.746 0.955 3.118 -0.361 1.242 0.2977
P -0.578 0.140 -0.905 0.979 0.286 0.500 0.0704
H -1.225 1.147 1.377 0.058 0.017 -1.181 0.2685
Cl -2.398 0.531 -1.586 -1.466 0.031 -0.541 -0.2288
F 2.270 -1.672 0.254 -0.554 -0.024 -2.225 -0.3956
C -0.524 0.803 0.591 -2.660 -0.005 -0.006 -0.4074
H 2.036 -1.695 -0.687 0.525 0.057 2.211 0.3952
```
Positions in Å, forces in eV/Å.

Computed properties:
- orbital gap (eV) = 9.754
- LUMO energy (eV) = -0.013
- strongest force on any atom (eV/Å) = 3.38
- SMILES = C=PCl.F
- relative energy (zero: lowest compared OMol25 entry of this formula, charge and spin) (eV) = 2.2552

---

# 2
C28H31N5O6S2Ti as an isolated structure at a distorted geometry. Source: the OMol25 dataset; level of theory: ωB97M-V/def2-TZVPD.

Structure (XYZ):
```
73
Properties=species:S:1:pos:R:3:forces:R:3:mulliken_charge:R:1
H -2.355 -2.146 -2.494 0.010 0.000 0.002 0.4385
Ti 0.067 0.239 -0.063 -0.096 0.802 -1.905 -0.8794
H 4.153 -3.236 6.377 0.004 -0.004 0.039 0.3558
C 2.030 0.775 2.101 0.354 0.359 -0.830 -0.3548
O -2.147 0.452 -0.164 -0.378 -0.048 0.253 -0.2084
H 4.038 -3.982 3.886 0.007 0.005 -0.025 0.3377
O -0.412 -3.649 0.858 -0.081 0.212 0.183 -0.8812
H -2.313 -1.143 2.500 -0.004 0.025 -0.032 0.2412
H 0.647 -2.491 6.024 0.008 -0.011 0.010 0.2404
H -0.487 -1.998 3.876 0.022 0.073 0.062 0.2001
H -2.328 -2.312 1.173 -0.034 0.017 0.013 0.5762
C 3.325 0.053 -1.019 -0.279 -0.246 -0.181 -0.8798
H -2.137 0.611 -4.819 -0.017 0.003 -0.008 0.3419
C -2.824 -0.302 0.592 0.038 0.070 0.005 0.3297
N 2.074 -0.199 -1.666 0.172 0.552 0.709 0.3367
H -2.014 1.445 5.461 -0.005 0.016 0.012 0.3847
C -1.426 2.400 -2.124 0.032 0.252 -0.162 0.5828
O -0.433 -0.784 -1.474 -0.820 -1.252 -1.820 0.7932
H -0.002 -3.879 -5.662 0.014 -0.028 0.030 0.3409
H -3.295 2.911 -1.997 -0.012 0.045 -0.168 0.3312
H 3.146 -4.667 6.585 0.015 0.010 0.042 0.3075
H -2.194 -3.615 -4.516 0.000 0.020 0.020 0.3620
C -1.847 1.547 -4.344 -0.079 0.123 0.051 -1.0638
C 1.130 -2.721 2.690 -0.056 -0.033 0.042 -0.0954
O 1.425 -2.131 0.220 -0.014 -0.130 0.427 -0.6615
H -1.273 0.522 -2.637 -0.046 -0.076 -0.031 -0.1423
H -0.862 1.845 -4.729 -0.010 -0.029 0.000 0.2927
S 0.118 2.530 -1.488 -0.264 0.475 -0.313 -0.7463
C 2.416 -3.283 5.107 0.071 -0.015 -0.096 1.2594
H 2.616 -3.116 7.247 0.008 -0.004 0.007 0.3376
H -2.571 2.323 -4.599 -0.002 -0.040 -0.056 0.3588
H 3.704 -0.868 -0.541 0.110 0.027 0.045 0.2981
H 2.941 2.069 -0.427 -0.073 0.008 0.061 0.3107
C -1.414 -2.271 -3.020 0.175 0.400 0.356 -0.3326
H -1.288 4.857 -1.053 -0.029 0.059 0.034 0.3135
C 1.126 0.779 4.400 0.013 -0.039 -0.260 -0.5990
N 1.893 0.802 0.813 1.230 0.093 1.580 0.8035
C -0.325 1.328 2.503 0.676 0.512 -0.057 0.4407
C -1.179 1.319 4.780 0.031 0.081 -0.379 -0.6794
C 3.040 -3.555 3.887 -0.086 0.023 0.174 -0.8469
C 0.963 -1.741 -3.168 0.341 0.238 0.493 0.9931
C 0.946 0.912 3.019 -0.711 -0.127 0.481 0.8339
C -2.239 4.345 -0.923 0.028 0.130 -0.169 -0.8215
C 2.109 -1.121 -2.611 -0.107 -0.289 -0.436 -1.4342
C -0.085 -3.248 -4.782 -0.032 0.020 0.035 -0.4962
H 4.102 0.407 -1.726 0.076 0.015 0.089 0.4614
H -2.340 1.819 3.041 0.019 -0.044 -0.064 0.4180
H 3.971 1.175 0.710 -0.073 0.057 0.058 0.3762
H 0.224 0.835 6.344 0.018 -0.005 -0.031 0.3848
C 1.141 -2.733 5.088 -0.022 0.056 0.101 -0.9838
C -0.308 -1.584 -2.519 -0.175 -0.375 -0.672 0.2980
C 3.092 1.097 0.054 0.438 -0.210 -0.380 -1.0771
N -2.387 3.360 -1.987 0.195 -0.390 0.487 -0.3097
H 3.084 -1.496 -2.962 -0.051 0.076 -0.050 0.0227
H 3.043 0.748 2.516 0.004 0.149 0.064 0.1499
N -0.576 -1.138 1.280 0.199 -1.368 0.519 0.5918
H 2.110 0.509 4.769 0.009 -0.063 0.029 0.3404
O -4.060 -0.317 0.721 0.086 -0.030 0.076 -0.9206
C -1.371 1.524 3.427 -0.291 0.045 0.401 -0.4837
C 2.402 -3.281 2.691 -0.014 0.032 -0.157 -0.5707
C 0.078 0.968 5.278 0.124 -0.086 0.323 -0.6366
C -1.318 -3.093 -4.145 -0.051 -0.199 -0.294 -0.8566
S 0.321 -2.423 1.111 0.077 -0.609 0.086 1.3591
H 1.995 -2.737 -4.777 0.004 0.043 -0.004 0.3158
H -3.055 5.065 -0.993 -0.003 -0.024 -0.008 0.3511
C -2.017 -1.305 1.457 -0.189 0.150 -0.096 -0.8656
H -2.235 3.873 0.063 0.022 -0.064 -0.041 0.2022
N -1.829 1.335 -2.903 0.127 -0.083 0.056 -0.0470
C 1.031 -2.595 -4.295 -0.054 -0.102 -0.094 -0.8880
C 3.120 -3.589 6.403 -0.037 -0.018 -0.059 -1.5563
C 0.499 -2.447 3.891 -0.050 -0.040 -0.195 0.0106
H 2.871 -3.480 1.736 0.051 0.023 0.034 0.5142
O -0.464 1.591 1.251 -0.565 0.787 1.581 -0.2202
```
Positions in Å, forces in eV/Å.

Computed properties:
- charge = -2
- orbital gap (spin up / spin down) (eV) = 2.574 / 5.674
- LUMO energy (spin up / spin down) (eV) = 4.169 / 4.162
- strongest force on any atom (eV/Å) = 2.36
- <S²> = 2.03
- multiplicity = 3
- relative energy (zero: lowest compared OMol25 entry of this formula, charge and spin) (eV) = 2.1296

---

# 3
A 2-piece molecular cluster, C4H10I2N overall at a distorted geometry. Source: the OMol25 dataset; level of theory: ωB97M-V/def2-TZVPD.

Structure (XYZ):
```
17
Properties=species:S:1:pos:R:3:forces:R:3:mulliken_charge:R:1
H -2.659 -3.461 -0.842 -2.259 -1.417 -2.157 0.1170
H 0.759 1.169 -1.894 0.439 -0.015 -0.379 0.1667
H 1.692 -0.197 2.141 -0.295 -0.621 0.095 0.3304
H -0.986 1.791 0.097 -0.445 -0.008 -0.105 0.3623
H 0.141 -0.305 -2.500 0.277 -0.168 1.728 0.2217
H 0.492 2.330 -0.788 -0.859 -0.381 0.868 0.3851
H 1.802 -0.162 -2.420 0.168 0.339 0.539 0.3330
N 0.711 0.727 0.449 2.394 -1.644 6.117 0.0486
C 0.090 1.884 0.168 -0.611 3.555 -3.396 -1.0195
H 1.396 1.486 2.267 0.044 0.092 -0.024 0.3716
I -1.657 -2.864 0.071 2.412 1.473 2.173 -0.0400
C 1.064 -0.239 -0.356 -1.266 -2.072 -3.962 0.5088
C 0.956 0.551 1.919 1.042 1.563 -1.415 -1.0556
I 2.408 -1.738 0.067 0.678 -0.350 0.217 0.5085
H 0.026 0.493 2.385 -1.478 -0.712 1.052 0.3743
H 0.359 2.633 0.848 0.006 0.940 1.439 0.3588
C 0.938 0.108 -1.794 -0.247 -0.576 -2.792 -0.9719
```
Positions in Å, forces in eV/Å.

Computed properties:
- charge = +1
- orbital gap (spin up / spin down) (eV) = 6.918 / 4.481
- LUMO energy (spin up / spin down) (eV) = -3.733 / -8.737
- strongest force on any atom (eV/Å) = 6.77
- <S²> = 2.01
- multiplicity = 3
- relative energy (zero: lowest compared OMol25 entry of this formula, charge and spin) (eV) = 0.0000

---

# 4
C8H14HgOP as an isolated structure at a distorted geometry. Source: the OMol25 dataset; level of theory: ωB97M-V/def2-TZVPD.

Structure (XYZ):
```
25
Properties=species:S:1:pos:R:3:forces:R:3:mulliken_charge:R:1
C 1.157 1.634 -2.452 0.401 0.571 0.510 -0.4290
C -1.767 -0.010 1.466 0.996 -0.714 -1.789 0.6010
H -1.166 -3.903 -0.769 1.310 -0.441 1.353 0.1190
H 4.012 0.617 -0.991 -0.213 0.412 -0.025 0.3448
Hg 0.550 -1.802 -1.485 0.202 2.295 -2.889 0.1162
C -1.715 -0.940 2.661 0.308 0.103 0.236 -0.8235
C -2.956 0.917 1.355 -0.084 0.030 0.016 -0.9848
H 0.238 1.537 -3.051 0.574 -0.059 0.274 0.3166
H 0.012 -3.319 1.399 -0.379 -1.654 -0.860 0.0641
H 0.964 3.754 -1.638 0.208 -0.474 -0.135 0.3428
C 2.752 2.522 -1.019 -0.173 -0.911 -0.516 -0.4349
C 3.139 1.180 -1.338 -0.857 0.203 -0.477 -0.6581
H 2.151 -0.377 -2.727 0.335 1.394 0.534 0.6192
H 3.337 3.162 -0.349 -0.414 -0.051 -0.283 0.3794
H -2.632 1.956 1.329 0.102 0.058 -0.018 0.2962
O -0.924 -0.116 0.570 -1.608 0.419 1.843 -0.4932
C 2.156 0.631 -2.230 -0.130 0.252 -0.120 -0.7217
P 0.111 -3.636 -0.063 -0.165 -0.516 1.657 -0.4361
H -2.595 -0.914 3.310 0.089 0.056 -0.212 0.3435
H 1.168 -4.577 -0.417 -1.303 0.035 0.668 0.1275
H -0.838 -0.673 3.260 -0.045 -0.067 -0.030 0.2638
C 1.525 2.813 -1.718 0.654 -1.025 0.221 -0.6316
H -3.641 0.771 2.195 0.047 0.113 -0.174 0.3114
H -3.482 0.724 0.413 0.158 -0.011 0.140 0.2823
H -1.554 -1.952 2.289 -0.016 -0.018 0.076 0.0853
```
Positions in Å, forces in eV/Å.

Computed properties:
- charge = -1
- orbital gap (eV) = 4.634
- LUMO energy (eV) = 2.780
- strongest force on any atom (eV/Å) = 3.70
- relative energy (zero: lowest compared OMol25 entry of this formula, charge and spin) (eV) = 0.2683

---

# 5
One molecule with the formula C5H11N. Source: the OMol25 dataset; level of theory: ωB97M-V/def2-TZVPD.

Structure (XYZ):
```
17
Properties=species:S:1:pos:R:3:forces:R:3:mulliken_charge:R:1
H 0.322 2.117 -0.637 -0.032 -0.187 0.016 0.3705
H -1.804 -0.554 1.662 -0.130 0.214 0.220 0.2438
N 0.046 -0.199 0.949 -0.104 -0.242 -0.042 -0.0953
H -1.236 -1.182 -1.391 0.201 -0.088 -0.060 0.3133
H -0.648 -0.011 2.879 -0.055 0.118 -0.096 0.3124
H -0.057 -2.187 -0.546 0.110 0.083 -0.178 0.3570
H 0.748 1.205 -2.095 -0.121 0.023 0.156 0.3686
H -1.389 1.170 1.754 0.139 0.080 0.058 0.2956
H -0.939 1.297 -1.585 0.110 -0.006 0.102 0.3234
H 1.951 0.865 0.753 -0.187 -0.086 -0.053 0.2631
C 0.293 -0.075 -0.431 -0.100 -0.070 -0.205 1.0068
C -0.987 0.152 1.853 -0.155 0.123 0.168 -0.8185
C 0.090 1.217 -1.216 -0.037 0.028 0.055 -1.5089
C -0.162 -1.307 -1.187 0.082 -0.089 -0.111 -1.4647
H 0.348 -1.467 -2.140 -0.002 0.028 0.023 0.3807
H 2.019 -0.965 0.769 -0.007 0.110 -0.093 0.2201
C 1.405 -0.076 0.610 0.288 -0.039 0.040 -0.5679
```
Positions in Å, forces in eV/Å.

Computed properties:
- orbital gap (eV) = 9.035
- LUMO energy (eV) = 0.978
- strongest force on any atom (eV/Å) = 0.33
- SMILES = CN1CC1(C)C
- relative energy (zero: lowest compared OMol25 entry of this formula, charge and spin) (eV) = 1.8189

---

# 6
One molecule with the formula C2H3NOS2 at a distorted geometry. Source: the OMol25 dataset; level of theory: ωB97M-V/def2-TZVPD.

Structure (XYZ):
```
9
Properties=species:S:1:pos:R:3:forces:R:3:mulliken_charge:R:1
N 0.810 0.095 0.991 0.120 -0.559 -1.336 0.4633
H 0.578 -1.786 0.048 -0.397 1.498 0.621 0.3736
C -0.856 -0.125 -0.702 2.649 2.418 1.628 -0.7885
H -1.713 0.186 -0.172 -0.756 0.343 1.383 0.2567
O 1.475 -0.332 1.918 1.421 -0.029 1.885 -0.6492
S -0.163 1.374 -1.474 1.140 1.179 2.426 -0.0826
C 0.277 -0.702 0.105 -1.554 -0.734 -0.886 0.0016
S 0.873 1.895 0.762 -1.925 -1.570 -2.864 -0.0200
H -1.281 -0.606 -1.476 -0.698 -2.545 -2.858 0.4451
```
Positions in Å, forces in eV/Å.

Computed properties:
- orbital gap (eV) = 6.929
- LUMO energy (eV) = -1.864
- strongest force on any atom (eV/Å) = 3.94
- SMILES = [O-][N+]1=CCSS1
- relative energy (zero: lowest compared OMol25 entry of this formula, charge and spin) (eV) = 4.5876